Density functional theory data (the ωB97M-V functional and the def2-TZVPD basis) for a molecular structure, C7H9BF4MnO3S.

Summary:
HOMO level (spin up / spin down) (eV): -9.79 / -9.45
Total energy (eV): -67254.9124
Net charge: 0
2S+1: 2
Expectation value of S²: 0.79
Maximum force (eV/Å): 0.74
Orbital gap (spin up / spin down) (eV): 9.57 / 9.32

XYZ file:
```
26
C7H9BF4MnO3S (the ωB97M-V functional and the def2-TZVPD basis)
Mn -0.002 0.188 -0.072
C -1.115 1.660 1.799
C -2.043 1.406 0.789
C -2.413 0.092 0.494
C -1.856 -0.959 1.229
C -0.971 -0.698 2.274
C -0.586 0.609 2.550
H -0.787 2.673 1.989
H -2.430 2.223 0.195
H -3.089 -0.112 -0.324
H -2.107 -1.980 0.974
H -0.524 -1.519 2.817
H 0.151 0.807 3.315
C 3.030 -0.827 -1.455
S 2.552 -0.028 0.040
O 1.717 1.149 -0.380
O 3.715 0.261 0.808
O 1.522 -0.908 0.690
H 3.504 -0.078 -2.085
H 2.145 -1.224 -1.949
H 3.732 -1.617 -1.202
F -0.838 1.022 -1.831
B -0.851 -0.227 -2.588
F -0.479 -1.186 -1.517
F 0.128 -0.223 -3.532
F -2.105 -0.504 -3.030
```